Entry from the Open Molecules 2025 dataset: a cluster of 9 separate species, C81H162N9O9 in total (ωB97M-V with the def2-TZVPD basis set).

Each line ends with the Löwdin spin population.
Atoms and positions in Å:
C  4.66512  -0.33252  2.13512  0.010
C  5.02119  0.45608  3.47419  0.024
C  6.37195  1.18786  3.14133  0.000
C  6.56520  2.15841  4.31971  0.000
C  5.59350  3.31792  4.25801  -0.001
C  4.20978  2.72666  4.43914  0.017
N  4.05960  1.45232  3.67421  0.273
O  2.67804  0.79341  3.84081  0.618
C  3.69467  2.68571  5.91889  0.013
C  3.12903  3.87446  3.76627  0.011
C  5.18651  -0.69403  4.47336  0.016
H  5.47507  -1.04997  1.79687  0.000
H  4.65164  0.41813  1.30983  0.000
H  3.74030  -0.92102  2.20509  0.000
H  7.14867  0.43264  3.02210  0.000
H  6.30822  1.78715  2.22482  0.000
H  7.58219  2.50228  4.18336  0.000
H  6.57169  1.54116  5.20364  0.000
H  5.85149  3.88975  3.30755  0.000
H  5.68511  3.97003  5.14934  0.000
H  3.62816  3.62161  6.46961  0.001
H  2.91290  1.97790  6.12658  0.002
H  4.52149  2.18062  6.40553  0.000
H  3.37610  3.82377  2.73049  0.000
H  2.16118  3.47291  3.82279  0.000
H  3.13078  4.86083  4.18476  0.000
H  5.96995  -1.42245  4.56240  0.001
H  4.21684  -1.15882  4.68751  0.002
H  5.37102  -0.06257  5.33055  0.000
C  3.20220  0.56605  -2.08107  0.008
C  3.06298  -0.42720  -3.23215  0.004
C  2.07317  -1.56703  -2.82296  -0.001
C  0.67123  -1.39335  -3.43392  0.002
C  0.76562  -1.27996  -4.98770  0.001
C  1.31834  0.22868  -5.21147  0.040
N  2.44579  0.45552  -4.41879  0.431
O  3.14748  1.42740  -4.54582  0.462
C  1.71483  0.24294  -6.63154  0.017
C  0.26987  1.19426  -5.06268  0.018
C  4.35159  -0.99799  -3.85780  0.011
H  3.77602  1.49013  -2.25926  0.001
H  3.84213  0.00045  -1.40678  0.000
H  2.38469  1.02153  -1.53058  0.000
H  2.33804  -2.65568  -3.00962  0.000
H  1.94377  -1.58133  -1.71687  0.000
H  0.15665  -0.47228  -3.19029  0.002
H  0.06890  -2.19353  -3.11797  0.000
H  -0.20930  -1.31896  -5.43765  0.000
H  1.37350  -2.18885  -5.34955  0.000
H  0.90945  -0.16714  -7.27013  0.002
H  1.93695  1.27535  -6.95019  0.001
H  2.57442  -0.33677  -6.82343  0.000
H  -0.49958  0.83402  -5.76561  0.001
H  -0.14131  1.39439  -4.04919  0.001
H  0.58241  2.13166  -5.51101  0.000
H  5.08993  -0.30952  -4.28601  0.002
H  3.98716  -1.71533  -4.60907  0.001
H  4.76910  -1.63656  -3.02643  0.001
C  -1.13787  -7.91266  1.64637  0.020
C  -1.86624  -7.64574  0.33802  0.027
C  -3.46260  -7.44678  0.68354  0.002
C  -3.64588  -5.99572  1.13196  0.000
C  -3.31848  -5.04527  -0.13104  0.004
C  -1.73950  -5.10847  -0.30526  0.019
N  -1.21433  -6.52016  -0.26465  0.411
O  -0.04562  -6.83114  -0.88405  0.476
C  -1.40807  -4.33803  -1.63787  0.005
C  -1.10677  -4.30689  0.90766  0.021
C  -1.79568  -8.94117  -0.47642  0.009
H  -0.17163  -8.43471  1.51617  0.001
H  -1.65331  -8.62348  2.31915  0.002
H  -0.78446  -7.04081  2.21307  0.000
H  -4.15844  -7.58962  -0.18343  0.000
H  -3.82936  -8.12538  1.49721  0.000
H  -3.00547  -5.77991  1.96440  0.000
H  -4.70621  -5.83929  1.39907  0.000
H  -3.61814  -4.05541  0.12119  0.000
H  -4.02434  -5.37832  -0.85150  0.000
H  -0.43905  -4.83219  -1.81026  -0.001
H  -2.15385  -4.68511  -2.33494  0.000
H  -1.34336  -3.22661  -1.45682  0.000
H  -1.60846  -3.37007  1.17031  0.003
H  -1.02149  -4.94676  1.81073  0.000
H  -0.01324  -3.99300  0.76835  0.001
H  -0.76670  -9.19217  -0.66829  0.000
H  -2.33924  -8.78925  -1.40399  0.000
H  -2.34604  -9.76343  0.01582  0.000
C  -2.69825  -4.12039  4.50841  0.008
C  -1.70205  -3.39598  5.39277  0.015
C  -1.13645  -4.35273  6.43592  0.001
C  -0.03432  -5.24684  6.11591  0.003
C  1.20274  -4.40794  5.95309  0.000
C  1.19758  -3.40843  4.77667  0.009
N  -0.44454  -2.98717  4.41771  0.488
O  -0.68828  -2.19852  3.64554  0.443
C  1.91456  -2.20997  5.12825  0.009
C  1.75105  -4.07390  3.56411  0.005
C  -2.14110  -2.07135  5.87900  0.012
H  -2.41887  -5.15597  4.22848  0.001
H  -2.85654  -3.53810  3.53039  0.000
H  -3.50342  -3.98952  5.14745  0.000
H  -0.79057  -3.76233  7.34019  0.000
H  -1.89771  -4.84608  6.94326  0.000
H  -0.19447  -5.72861  5.14265  0.002
H  0.08374  -5.89763  6.97889  0.000
H  2.00037  -5.05062  6.04691  0.000
H  1.26820  -3.79682  6.83464  0.000
H  2.95903  -2.39813  5.29859  0.001
H  1.84852  -1.47981  4.30887  0.001
H  1.45304  -1.60202  5.83637  0.000
H  2.77830  -4.22433  3.86033  0.000
H  1.39423  -5.04778  3.26240  0.000
H  1.72126  -3.30192  2.74979  0.000
H  -2.90003  -2.34105  6.50155  0.001
H  -2.68421  -1.64845  4.97760  0.001
H  -1.43499  -1.44834  6.37696  0.000
C  0.32592  7.44947  -2.30550  0.012
C  1.63817  7.40049  -1.59687  0.015
C  1.55764  6.60635  -0.25079  0.000
C  1.35513  5.14431  -0.62764  0.002
C  2.75181  4.60531  -1.01366  0.002
C  2.86963  5.11962  -2.49517  0.021
N  2.61917  6.64322  -2.60844  0.442
O  2.82527  7.21983  -3.68166  0.468
C  4.17665  4.79916  -3.16742  0.003
C  1.81028  4.36822  -3.40094  0.024
C  2.28833  8.77975  -1.23288  0.006
H  -0.43776  6.68259  -1.97183  0.000
H  0.44808  7.41351  -3.35816  0.002
H  -0.32911  8.39572  -2.18850  0.002
H  2.29480  6.69194  0.57442  0.000
H  0.60695  6.90210  0.13558  -0.001
H  0.59570  5.01637  -1.37174  0.001
H  0.96609  4.62827  0.21572  0.000
H  2.73898  3.54349  -1.15715  0.000
H  3.63437  4.89446  -0.35368  0.001
H  4.39646  5.15084  -4.16631  -0.001
H  4.92657  5.28474  -2.51756  0.000
H  4.50767  3.76518  -3.11904  0.000
H  0.80134  4.83004  -3.34491  0.000
H  2.15931  4.37483  -4.54407  0.002
H  1.73222  3.38101  -3.02693  0.002
H  3.36993  8.61611  -1.20603  0.000
H  2.17796  8.81553  -0.16095  0.000
H  2.10377  9.70726  -1.77031  0.000
C  -5.57733  -0.06256  5.55870  0.026
C  -6.59182  0.97223  4.79126  0.033
C  -7.26986  1.83559  5.84278  -0.001
C  -6.51751  3.09402  6.16377  0.000
C  -6.50455  3.82134  4.83099  0.000
C  -5.71084  3.18106  3.77258  0.020
N  -6.05573  1.67536  3.69343  0.405
O  -5.40095  1.00178  2.78855  0.463
C  -6.04616  3.76900  2.39336  0.006
C  -4.12780  3.33004  3.88673  0.018
C  -7.54946  0.10270  4.05958  0.018
H  -4.75341  0.51596  5.96898  0.000
H  -5.11206  -0.86516  4.92535  0.002
H  -6.22191  -0.55537  6.30450  0.002
H  -8.25046  2.10128  5.48937  0.000
H  -7.51620  1.27440  6.78903  0.000
H  -5.52869  2.96758  6.48280  0.000
H  -7.08378  3.70685  6.82213  0.000
H  -6.08606  4.78317  5.05600  -0.001
H  -7.46120  3.94845  4.43230  0.000
H  -7.13366  3.74468  2.35408  0.000
H  -5.77824  4.79478  2.33082  0.000
H  -5.52781  3.11038  1.70208  -0.001
H  -3.98818  4.42549  3.95067  0.001
H  -3.76844  3.00236  4.83219  0.000
H  -3.60911  2.80362  3.09278  0.002
H  -7.00395  -0.52202  3.42149  0.000
H  -8.11551  0.81117  3.46830  0.001
H  -8.18654  -0.50090  4.75182  0.001
C  -5.34976  5.93886  -8.04525  0.011
C  -4.01275  6.50142  -8.16535  0.022
C  -3.74716  7.50258  -7.03092  0.000
C  -3.27704  6.97807  -5.70633  0.000
C  -2.12739  5.97224  -5.82494  0.001
C  -2.45594  4.80064  -6.79315  0.025
N  -2.92218  5.37335  -8.11867  0.397
O  -3.02770  4.44928  -9.06014  0.517
C  -1.10835  4.06788  -7.16669  0.002
C  -3.50900  3.92998  -6.19357  0.015
C  -3.74977  7.19829  -9.49297  0.003
H  -5.52351  4.96588  -8.61838  0.002
H  -6.09406  6.58868  -8.57385  0.002
H  -5.80764  5.89143  -7.10919  0.000
H  -3.07591  8.29748  -7.36733  0.000
H  -4.68966  7.98628  -7.04979  0.000
H  -4.18246  6.53940  -5.25010  0.000
H  -2.89148  7.81124  -5.05533  0.000
H  -1.90182  5.43930  -4.84657  0.000
H  -1.14521  6.42971  -5.95735  0.000
H  -1.26620  3.07379  -7.63482  0.000
H  -0.31989  4.69170  -7.67413  0.000
H  -0.63940  3.76775  -6.11807  0.000
H  -3.50536  3.67323  -5.16571  0.002
H  -4.44024  4.40645  -6.33999  0.000
H  -3.50955  3.02043  -6.81645  0.002
H  -2.69783  7.69409  -9.56589  0.000
H  -4.36454  8.11028  -9.31496  -0.001
H  -4.03760  6.69001  -10.43846  0.000
C  5.40124  -7.56390  1.46010  0.003
C  4.26784  -7.09254  0.62768  0.013
C  4.29917  -5.58373  0.40286  0.002
C  3.34654  -5.10857  -0.64787  0.001
C  3.82194  -5.64827  -1.99066  0.001
C  4.00074  -7.12708  -2.04959  0.018
N  4.55966  -7.80426  -0.76369  0.469
O  4.96444  -9.00328  -0.85727  0.442
C  2.72881  -7.88436  -2.07133  0.023
C  4.86601  -7.58029  -3.10492  0.002
C  2.95573  -7.77678  1.24694  0.018
H  5.37574  -8.56659  1.96167  0.000
H  5.32297  -6.78556  2.30903  0.000
H  6.49041  -7.35025  1.22773  0.000
H  4.22743  -5.17355  1.41086  0.000
H  5.43837  -5.45077  0.27139  0.001
H  2.99948  -4.06229  -0.75541  0.000
H  2.41762  -5.69233  -0.26882  0.001
H  4.83318  -5.39590  -2.39069  0.000
H  3.10145  -5.31041  -2.75811  -0.001
H  1.86796  -7.54181  -1.37230  0.000
H  2.32487  -7.51687  -3.03375  0.005
H  2.84795  -9.00427  -2.05214  0.003
H  4.81827  -6.83744  -3.91180  0.000
H  5.87675  -7.45407  -2.86271  0.000
H  4.77716  -8.58362  -3.46588  -0.001
H  2.04643  -7.37677  1.01537  0.002
H  3.26343  -7.69993  2.32372  0.002
H  3.15254  -8.73518  0.90068  0.001
C  1.10238  1.95348  1.57295  0.016
C  -0.13944  1.23647  0.97997  0.014
C  -1.41236  1.10141  1.84789  0.001
C  -2.78106  0.73600  1.21226  0.003
C  -3.15080  1.92084  0.20781  0.000
C  -2.03170  2.19993  -0.91140  0.014
N  -0.55906  1.81494  -0.43751  0.482
O  0.42257  2.07616  -1.22853  0.427
C  -2.09175  1.08315  -1.94333  0.014
C  -2.20889  3.65412  -1.51477  0.011
C  0.30052  -0.12359  0.50908  0.015
H  1.08701  3.02503  1.75969  0.000
H  1.98605  1.89250  0.87288  0.000
H  1.35827  1.36492  2.39161  0.002
H  -1.11082  0.45758  2.70019  0.000
H  -1.51584  2.11614  2.38424  0.000
H  -3.45351  0.72493  2.01273  0.002
H  -2.59432  -0.17464  0.61943  0.000
H  -3.59692  2.69680  0.80778  0.000
H  -3.97269  1.60889  -0.50037  -0.001
H  -2.60788  1.37292  -2.87668  0.003
H  -1.07471  0.93698  -2.30840  0.002
H  -2.64096  0.18846  -1.55600  0.000
H  -1.58529  3.75752  -2.42790  0.000
H  -3.31808  3.62686  -1.76139  0.001
H  -1.83405  4.40402  -0.85615  0.000
H  -0.39929  -0.64753  -0.11043  0.001
H  0.59594  -0.75421  1.32812  0.001
H  1.07156  0.15101  -0.17007  0.000

**LUMO level (spin up / spin down)**: 0.0123 / -0.0418 hartree
**HOMO energy (spin up / spin down)**: -6.76 / -8.43 eV
**Energy relative to the best compared isomer or geometry (same formula, charge and spin)**: 149.7 kcal per mole
**Expectation value of S²**: 24.79
**Spin multiplicity**: 10
**Charge**: 0
**Kohn-Sham gap (spin up / spin down)**: 7.1 / 7.3 eV